This record from the OMol25 dataset describes a molecular structure, C38H26CrN3O3PS3. The level of theory is ωB97M-V/def2-TZVPD.

Geometry (Å):
1 Cr 2.14775 -0.77344 0.00833
2 S 3.01825 -1.00774 2.23253
3 C 3.85085 0.51366 2.23523
4 C 4.05035 1.17936 3.43033
5 C 4.76075 2.38286 3.48833
6 C 4.93675 3.03156 4.71103
7 N 5.07845 3.55176 5.73443
8 C 5.29405 2.92506 2.28323
9 C 5.10225 2.23536 1.08373
10 C 4.38525 1.05196 1.03073
11 S 4.20425 0.23916 -0.48767
12 C 5.97525 4.14336 2.28433
13 N 6.51675 5.16446 2.25433
14 H 3.64205 0.75746 4.33813
15 H 5.49755 2.64366 0.16463
16 O 2.27205 2.09426 -1.28477
17 S 1.10295 1.45096 -0.74257
18 O 1.19155 1.09396 0.68333
19 O 0.74275 0.20816 -1.47517
20 C -0.18925 2.67026 -0.87977
21 C 0.16405 3.98296 -1.10477
22 C -0.81135 4.96116 -1.22447
23 C -2.15885 4.60876 -1.07567
24 C -2.50815 3.30716 -0.82467
25 C -1.53485 2.29976 -0.74737
26 P -1.93335 0.56376 -0.39747
27 C -3.20915 0.78686 0.89513
28 C -2.76065 0.50406 2.19413
29 C -3.56005 0.68776 3.29593
30 C -4.85775 1.18046 3.13663
31 C -5.31955 1.46446 1.85913
32 C -4.52345 1.27016 0.75093
33 C -2.92075 0.30976 -1.93497
34 C -4.16365 -0.31524 -1.98827
35 C -4.82995 -0.44564 -3.19707
36 C -4.24295 -0.01334 -4.37207
37 C -2.97295 0.54916 -4.33657
38 C -2.32855 0.72056 -3.12707
39 H 1.21415 4.21716 -1.19057
40 H -0.54225 5.98426 -1.43567
41 H -2.92845 5.36556 -1.15737
42 H -3.54535 3.04256 -0.68817
43 H -1.74695 0.14216 2.32283
44 H -3.18215 0.45596 4.28393
45 H -5.49185 1.33536 3.99943
46 H -6.32695 1.84576 1.73453
47 H -4.92885 1.48586 -0.22767
48 H -4.62475 -0.69074 -1.08437
49 H -5.81775 -0.89144 -3.22007
50 H -4.76315 -0.12554 -5.31627
51 H -2.48715 0.85636 -5.25297
52 H -1.34725 1.17156 -3.08667
53 N 0.28395 -1.70444 0.70923
54 C -0.22365 -2.72634 -0.12387
55 C -1.56465 -2.74544 -0.48797
56 C -2.05535 -3.70884 -1.35097
57 C -1.21245 -4.69414 -1.82967
58 C 0.11335 -4.70264 -1.44297
59 C 0.63245 -3.73574 -0.58637
60 C 2.05885 -3.80594 -0.24507
61 C 2.56395 -5.07774 0.03603
62 C 3.91255 -5.28294 0.22803
63 C 4.76615 -4.20204 0.07233
64 C 4.25525 -2.94224 -0.16837
65 C 2.88435 -2.66284 -0.27987
66 H -0.38385 -0.93024 0.77973
67 H 0.54225 -2.03604 1.64013
68 H -2.23725 -1.98924 -0.10337
69 H -3.09315 -3.67984 -1.65017
70 H -1.58075 -5.45884 -2.50137
71 H 0.78555 -5.45104 -1.83537
72 H 1.87305 -5.90484 0.14993
73 H 4.29395 -6.26384 0.49023
74 H 5.83565 -4.34334 0.17023
75 H 4.95955 -2.12504 -0.24547

Results
- HOMO energy (spin up / spin down): 0.3 / -1.2 eV
- Spin multiplicity: 5
- Net charge: -2

This record from the OMol25 dataset describes a molecular structure, C38H26LiN7O6. The level of theory is ωB97M-V/def2-TZVPD.

Geometry (Å):
1 Li 0.05572 -0.20253 0.17355
2 O -2.41792 -3.57152 -1.46147
3 C -1.55444 -2.78807 -1.01002
4 N -1.68130 -1.72706 -0.23870
5 C -2.72523 -1.48253 0.61473
6 C -3.46433 -2.50009 1.24158
7 C -4.39956 -2.22379 2.22580
8 C -4.64583 -0.90397 2.59208
9 C -3.94867 0.12225 1.97460
10 C -2.96747 -0.12920 0.99941
11 N -2.13596 0.83824 0.49558
12 C -2.44031 2.11796 0.40174
13 O -3.55924 2.67816 0.37669
14 C -1.21461 3.00895 0.24885
15 C -1.39193 4.36930 -0.00937
16 C -0.28581 5.19840 -0.05350
17 C 0.97360 4.64978 0.15268
18 C 1.05804 3.28591 0.39266
19 N -0.00231 2.48893 0.45038
20 C -0.09987 -3.05429 -1.34999
21 C 0.25152 -4.18082 -2.09343
22 C 1.59140 -4.49301 -2.24284
23 C 2.54489 -3.66617 -1.66096
24 C 2.10465 -2.54919 -0.96221
25 N 0.81849 -2.25893 -0.80540
26 H -3.26832 -3.52426 0.94797
27 H -4.93157 -3.03370 2.71641
28 H -5.37452 -0.68000 3.36590
29 H -4.13610 1.15238 2.25082
30 H -2.39774 4.73669 -0.15751
31 H -0.39733 6.26004 -0.24626
32 H 1.86478 5.26442 0.13116
33 H 2.01820 2.80245 0.55169
34 H -0.53650 -4.78872 -2.51527
35 H 1.89489 -5.37253 -2.80067
36 H 3.60253 -3.88158 -1.74604
37 H 2.79929 -1.85175 -0.50396
38 O 3.83045 1.17978 -1.04327
39 C 2.59531 1.04081 -1.09558
40 O 1.86632 0.39873 -0.29708
41 C 1.87839 1.78333 -2.24857
42 C 2.59829 2.66115 -3.04441
43 C 1.99369 3.41584 -4.05397
44 C 0.64481 3.23724 -4.23001
45 O -0.19961 3.85084 -5.13984
46 C -1.49662 3.33633 -4.85859
47 O -1.38936 2.33022 -3.87917
48 C -0.07508 2.33765 -3.46347
49 C 0.50544 1.60125 -2.46357
50 H 3.65995 2.75428 -2.85664
51 H 2.55386 4.11238 -4.66475
52 H -1.92948 2.91674 -5.77395
53 H -2.14251 4.14575 -4.49159
54 H -0.07249 0.91962 -1.86009
55 N 0.52275 -0.81764 7.30225
56 C 0.71464 -1.49888 8.47601
57 C 0.73425 -1.10708 9.80549
58 C 0.95691 -2.09771 10.74953
59 C 1.15472 -3.42896 10.37145
60 C 1.13923 -3.81708 9.04277
61 C 0.91454 -2.83852 8.07693
62 N 0.84076 -2.94033 6.71110
63 C 0.60438 -1.72829 6.26999
64 C 0.44318 -1.35046 4.87625
65 C 0.52689 -2.31944 3.87513
66 C 0.38163 -1.93319 2.55539
67 N 0.16918 -0.67358 2.18393
68 C 0.07292 0.24961 3.13086
69 C 0.20152 -0.03461 4.47819
70 H 0.33762 0.16318 7.20046
71 H 0.58096 -0.07568 10.09838
72 H 0.97434 -1.83477 11.79971
73 H 1.32138 -4.17313 11.14074
74 H 1.29273 -4.84734 8.75042
75 H 0.69954 -3.34961 4.15115
76 H 0.43122 -2.65048 1.74411
77 H -0.11962 1.25542 2.77561
78 H 0.11020 0.76809 5.19998

Results
- HOMO energy: -0.8 eV
- Net charge: -2

This record from the OMol25 dataset describes a molecular structure, C38H26N4NaO9P. The level of theory is ωB97M-V/def2-TZVPD.

Geometry (Å):
1 Na -0.40558 0.64876 -1.12175
2 C 1.26203 -5.65491 4.14646
3 C -0.05148 -5.37231 3.79552
4 C -0.37885 -4.12644 3.28208
5 C 0.59417 -3.14119 3.09549
6 C 1.90692 -3.43987 3.45224
7 C 2.23821 -4.68400 3.97311
8 P -0.04228 -1.55098 2.34101
9 C 1.39657 -0.45605 2.68027
10 C 1.72928 -0.22058 4.01548
11 C 2.75508 0.64658 4.35544
12 C 3.45759 1.31678 3.36192
13 C 3.11656 1.11585 2.03309
14 C 2.09519 0.23802 1.69346
15 C 0.29915 -2.06239 0.59966
16 C 1.56353 -2.39083 0.11717
17 C 1.74918 -2.78161 -1.19833
18 C 0.67036 -2.83848 -2.06512
19 C -0.59931 -2.56074 -1.59127
20 C -0.79052 -2.19830 -0.26283
21 H 1.52234 -6.62433 4.55437
22 H -0.82164 -6.12293 3.92858
23 H -1.40537 -3.89936 3.01187
24 H 2.68269 -2.69431 3.32360
25 H 3.26707 -4.89892 4.23823
26 H 1.17392 -0.72719 4.79819
27 H 3.00220 0.81062 5.39782
28 H 4.25935 1.99656 3.62364
29 H 3.63717 1.64872 1.24670
30 H 1.84377 0.10134 0.64804
31 H 2.41693 -2.35659 0.78382
32 H 2.74426 -3.02249 -1.55121
33 H 0.81660 -3.09848 -3.10566
34 H -1.46302 -2.62123 -2.24476
35 O 1.89090 1.91552 -3.26345
36 C 1.17863 0.93179 -3.04456
37 O 1.20880 0.16046 -2.03723
38 C 0.10019 0.55081 -4.06629
39 C 0.40040 -0.04121 -5.24616
40 C -0.63043 -0.46192 -6.12474
41 C -1.95230 -0.28347 -5.77918
42 C -2.29184 0.31548 -4.57868
43 C -1.27958 0.79055 -3.64841
44 O -1.52900 1.38605 -2.58036
45 N -3.70094 0.43395 -4.29683
46 O -4.06694 0.74882 -3.18069
47 O -4.49714 0.19489 -5.20947
48 N -0.30683 -1.10121 -7.35784
49 O -1.21370 -1.45361 -8.11045
50 O 0.87730 -1.28117 -7.63286
51 H 1.43222 -0.19932 -5.52901
52 H -2.72954 -0.62138 -6.44621
53 O 0.45508 6.81955 0.08893
54 C -0.57167 6.36533 0.86848
55 O -1.27970 7.18109 1.41043
56 C -0.71652 4.90783 0.95732
57 C -1.96412 4.36248 1.28418
58 C -2.18021 3.00544 1.28551
59 C -1.14041 2.08720 0.96559
60 C 0.14130 2.65523 0.74572
61 C 0.33392 4.01339 0.70383
62 N -1.29670 0.74609 0.81962
63 C -2.51775 0.32334 0.37488
64 C -2.92812 -0.93832 0.07423
65 C -4.25997 -1.14173 -0.45526
66 C -4.83054 -2.35459 -0.53465
67 C -4.06732 -3.51811 -0.11227
68 C -2.77701 -3.36857 0.20982
69 N -2.12885 -2.13112 0.26887
70 H 0.82663 6.07631 -0.40305
71 H -2.76976 5.04877 1.51664
72 H -3.16305 2.62667 1.53228
73 H 0.97182 1.99087 0.54278
74 H 1.33521 4.38386 0.50534
75 H -3.24834 1.08690 0.10742
76 H -4.78616 -0.25929 -0.79582
77 H -5.83042 -2.47926 -0.92912
78 H -4.51190 -4.50408 -0.10016
79 H -2.13484 -4.21070 0.44270

Results
- HOMO energy: -1.3 eV
- Net charge: -2

Look up the net charge of the second one.
-2